Molecular formula: C36H92N8O14S6
Method: DFT, ωB97M-V/def2-TZVPD

Element x y z (Å)
C1 1.320 -1.423 -3.707
C2 2.082 -2.667 -4.342
O1 1.735 -3.134 -5.437
N1 3.144 -3.146 -3.612
C3 3.943 -4.275 -4.149
H1 0.376 -1.768 -3.286
H2 1.053 -0.718 -4.494
H3 1.980 -0.908 -3.008
H4 3.592 -2.404 -3.093
H5 4.055 -5.093 -3.437
H6 4.991 -4.064 -4.359
H7 3.451 -4.781 -4.980
C4 -0.901 2.659 -6.807
C5 -1.086 1.778 -5.530
O2 -1.956 0.872 -5.406
N2 -0.219 1.951 -4.518
C6 -0.166 1.358 -3.202
H8 -1.585 3.492 -6.969
H9 -0.857 1.949 -7.634
H10 0.097 3.058 -6.623
H11 0.487 2.673 -4.536
H12 -0.498 0.332 -3.042
H13 -0.839 1.838 -2.491
H14 0.850 1.394 -2.808
C7 -3.643 -2.695 1.395
C8 -4.672 -3.658 2.025
O3 -5.481 -4.253 1.388
N3 -4.731 -3.785 3.389
C9 -5.721 -4.518 4.060
H15 -3.171 -1.978 2.067
H16 -4.128 -2.049 0.664
H17 -2.857 -3.324 0.978
H18 -4.355 -2.974 3.859
H19 -5.580 -4.566 5.140
H20 -5.718 -5.567 3.765
H21 -6.760 -4.276 3.834
C10 5.193 -0.979 -1.246
C11 4.124 -1.445 -0.314
O4 2.962 -0.960 -0.220
N4 4.348 -2.593 0.384
C12 5.716 -3.111 0.809
H22 5.624 -1.812 -1.801
H23 6.058 -0.565 -0.728
H24 4.786 -0.247 -1.943
H25 3.569 -2.753 1.007
H26 6.141 -3.738 0.026
H27 5.586 -3.610 1.769
H28 6.283 -2.186 0.916
C13 -3.977 1.485 -2.818
C14 -5.329 2.047 -2.312
O5 -5.786 1.655 -1.228
N5 -6.018 2.776 -3.175
C15 -7.370 3.362 -2.861
H29 -3.731 2.068 -3.705
H30 -4.171 0.499 -3.240
H31 -3.169 1.452 -2.088
H32 -5.720 3.143 -4.068
H33 -8.189 2.671 -2.661
H34 -7.629 4.048 -3.668
H35 -7.230 4.044 -2.022
C16 -2.528 -2.890 -4.798
C17 -2.993 -3.064 -3.322
O6 -2.449 -2.449 -2.405
N6 -3.894 -3.996 -3.021
C18 -4.270 -4.457 -1.694
H36 -3.389 -3.222 -5.377
H37 -1.679 -3.574 -4.765
H38 -2.314 -1.832 -4.947
H39 -4.283 -4.492 -3.810
H40 -5.042 -3.813 -1.273
H41 -3.454 -4.499 -0.973
H42 -4.622 -5.486 -1.763
C19 1.811 1.813 1.048
C20 0.500 1.250 0.708
O7 -0.506 1.846 0.881
N7 0.384 -0.013 0.244
C21 -0.789 -0.701 -0.154
H43 2.445 2.037 0.191
H44 2.410 1.300 1.800
H45 1.620 2.826 1.405
H46 1.178 -0.636 0.298
H47 -0.521 -1.094 -1.135
H48 -1.685 -0.088 -0.254
H49 -1.097 -1.503 0.516
C22 2.926 4.307 -3.113
C23 3.348 4.441 -1.694
O8 4.476 4.096 -1.443
N8 2.514 4.888 -0.712
C24 1.038 4.961 -1.053
H50 2.585 5.266 -3.503
H51 2.109 3.591 -3.199
H52 3.740 4.056 -3.793
H53 2.890 5.093 0.203
H54 0.598 5.789 -0.497
H55 0.505 4.190 -0.497
H56 0.730 5.038 -2.096
C25 -1.722 0.627 3.405
S1 -3.173 -0.112 4.312
O9 -2.876 -1.612 4.573
C26 -3.226 0.839 5.887
H57 -1.520 0.016 2.526
H58 -0.710 0.593 3.808
H59 -1.928 1.656 3.111
H60 -2.308 0.753 6.468
H61 -4.134 0.545 6.415
H62 -3.413 1.909 5.797
C27 -3.749 2.646 1.195
S2 -4.384 3.008 2.869
O10 -3.422 4.135 3.266
C28 -6.048 3.779 2.487
H63 -2.708 2.334 1.284
H64 -3.904 3.403 0.427
H65 -4.352 1.831 0.793
H66 -6.742 3.439 1.718
H67 -6.073 4.848 2.277
H68 -6.563 3.809 3.447
C29 2.660 -0.633 3.955
S3 4.064 -1.620 4.581
O11 3.854 -1.451 6.078
C30 3.180 -3.169 4.198
H69 1.620 -0.890 4.155
H70 2.765 -0.726 2.874
H71 2.846 0.405 4.232
H72 3.844 -4.005 4.419
H73 2.852 -3.039 3.166
H74 2.207 -3.386 4.639
C31 2.573 3.489 6.394
S4 2.497 4.112 4.655
O12 3.006 2.910 3.848
C32 0.668 4.206 4.472
H75 2.698 2.410 6.492
H76 1.706 3.816 6.966
H77 3.407 3.899 6.963
H78 0.415 4.869 3.645
H79 0.267 4.672 5.372
H80 0.258 3.208 4.321
C33 7.927 3.394 2.523
S5 7.295 2.441 1.155
O13 7.897 1.027 1.251
C34 5.544 2.196 1.786
H81 7.210 4.093 2.954
H82 8.804 3.943 2.180
H83 8.176 2.617 3.246
H84 5.147 1.206 1.563
H85 4.844 3.004 1.575
H86 5.589 2.135 2.873
C35 -0.014 -5.793 -3.155
S6 -0.142 -5.937 -1.267
O14 0.676 -7.182 -0.889
C36 0.831 -4.442 -0.692
H87 -0.836 -5.167 -3.501
H88 -0.082 -6.778 -3.616
H89 1.006 -5.504 -3.411
H90 1.881 -4.565 -0.960
H91 0.824 -4.081 0.337
H92 0.392 -3.693 -1.351

The electronic energy comes out at -5306.8535 Ha. As for the LUMO energy (alpha / beta): -2.9673 / -8.0554 eV. The spin multiplicity is 2. The total charge is +1. The HOMO energy (alpha / beta) is -10.106 / -10.106 eV.